# 1
Below is a molecular structure, C15H27FN5O3PtSi in a non-equilibrium geometry, with properties calculated with the ωB97M-V functional and the def2-TZVPD basis.

Element x y z (Å)
1 Pt -0.27991 -0.96970 -0.12565
2 N -1.37463 -1.32091 1.57898
3 C -0.55230 -1.28803 2.80928
4 C -1.44749 -1.12342 4.05288
5 C -2.47347 0.02539 3.98328
6 C -1.96067 1.46756 4.06120
7 N -1.09802 1.86620 2.94616
8 C -1.47792 2.03812 1.68373
9 N -2.78427 2.21062 1.39234
10 N -0.57960 2.02867 0.71348
11 C 0.58728 -0.21686 2.82667
12 O 0.88137 0.21965 3.96519
13 O 1.04296 0.21253 1.74025
14 H -2.04101 -0.56258 1.62687
15 H -1.83348 -2.22104 1.45803
16 H -0.02973 -2.24701 2.83855
17 H -0.80639 -1.01611 4.92539
18 H -2.03180 -2.03773 4.20528
19 H -3.16797 -0.11486 4.81754
20 H -3.08950 -0.06264 3.08422
21 H -1.37248 1.61629 4.96442
22 H -2.80849 2.15854 4.11952
23 H -0.10405 1.73244 3.12843
24 H -3.47066 2.26600 2.11876
25 H -3.07778 2.28305 0.43531
26 H 0.27797 1.47026 0.92071
27 H -0.88081 2.06892 -0.24957
28 C 3.68839 0.31566 -2.04273
29 Si 2.47495 -1.12634 -1.81170
30 C 2.75323 -2.37529 -3.19883
31 C 2.89180 -1.94386 -0.20371
32 N 0.82508 -0.56455 -1.79565
33 C 0.23340 0.10185 -2.80954
34 C 0.88152 0.43919 -4.03583
35 C 0.27895 1.13632 -5.06525
36 C -1.03701 1.57319 -4.97444
37 C -1.72057 1.27602 -3.80147
38 C -1.10650 0.58052 -2.78622
39 F -1.88554 0.34930 -1.67150
40 H 4.71621 -0.04679 -1.94886
41 H 3.52048 1.06183 -1.26164
42 H 3.60135 0.81613 -3.00899
43 H 3.76298 -2.79183 -3.13591
44 H 2.63049 -1.95639 -4.19970
45 H 2.03427 -3.18850 -3.07712
46 H 3.92879 -2.30102 -0.21614
47 H 2.18914 -2.77148 -0.04898
48 H 2.77089 -1.24643 0.62723
49 H 1.90731 0.12677 -4.16633
50 H 0.85478 1.34121 -5.96119
51 H -1.51587 2.11642 -5.77749
52 H -2.75236 1.57757 -3.65951
53 O 0.02671 -2.98286 0.01027

**Largest force on an atom**: 0.060 Eh/bohr
**2S+1**: 1
**M**: 567.58 Da
**Total charge**: -1
**HOMO level**: -2.408 eV
**ΔE to the lowest compared entry with this formula, charge and spin**: 330.3 kJ/mol
**Orbital gap**: 4.41 eV

Results of the natural (NBO) charge analysis, in e, for atoms 1 through 4:
1 Pt 0.6944
2 N -0.7713
3 C -0.1878
4 C -0.4148

# 2
Below is a molecular structure, C15H27N3O8PtS, with properties calculated with the ωB97M-V functional and the def2-TZVPD basis.

Element x y z (Å)
1 Pt -1.58760 -0.94618 0.65991
2 C -0.66455 -0.54030 3.62561
3 O -1.71265 -1.00731 2.73409
4 C -3.04354 -0.65872 3.20797
5 C -4.01911 -1.21739 2.20698
6 O -3.64155 -0.80242 0.86535
7 C -4.35872 0.33262 0.27667
8 C -4.09249 1.63696 0.98123
9 O -2.69784 1.82895 1.05877
10 C -2.36373 3.13675 1.53163
11 H -0.85492 -0.95659 4.61236
12 H -0.67167 0.54891 3.65568
13 H 0.27789 -0.91506 3.24226
14 H -3.09979 0.42592 3.29612
15 H -3.19133 -1.12425 4.18298
16 H -5.03555 -0.88294 2.41004
17 H -3.99437 -2.30612 2.19471
18 H -5.41769 0.07574 0.29126
19 H -4.01587 0.37175 -0.75434
20 H -4.55157 1.66263 1.97885
21 H -4.57004 2.42610 0.38806
22 H -2.73943 3.89995 0.84784
23 H -1.27940 3.19675 1.57759
24 H -2.78171 3.30805 2.52735
25 O -1.53002 -1.03258 -2.34366
26 C -1.55716 -1.00042 -1.22592
27 C 2.23805 0.74407 -5.40593
28 C 3.22945 0.10715 -4.43784
29 S 2.71142 0.38547 -2.76953
30 O 1.46720 -0.31893 -2.50687
31 O 2.74075 1.79802 -2.46947
32 C 3.93713 -0.42540 -1.73229
33 C 3.67196 0.01416 -0.29767
34 N 2.50500 -0.71737 0.23388
35 C 1.28147 -0.17929 0.30271
36 N 0.40188 -1.13889 0.61874
37 C 1.07924 -2.32313 0.78160
38 C 2.38129 -2.05643 0.54550
39 N 3.47133 -3.00641 0.60200
40 O 3.16940 -4.12412 0.93879
41 O 4.57606 -2.59932 0.30996
42 C 0.94833 1.24846 0.07034
43 H 2.57618 0.56092 -6.42374
44 H 2.18000 1.81966 -5.25115
45 H 1.24618 0.31048 -5.29143
46 H 4.22548 0.54489 -4.52113
47 H 3.29481 -0.97486 -4.56088
48 H 4.95369 -0.17028 -2.02838
49 H 3.78221 -1.49269 -1.87335
50 H 3.38857 1.06329 -0.29224
51 H 4.53752 -0.12396 0.34225
52 H 0.61262 -3.26030 1.02997
53 H 1.44172 1.87792 0.81317
54 H -0.12823 1.39099 0.16020
55 H 1.27372 1.58504 -0.91659

**Largest force on an atom**: 0.007 Eh/bohr
**2S+1**: 1
**M**: 604.54 Da
**Total charge**: +2
**HOMO level**: -15.884 eV
**ΔE to the lowest compared entry with this formula, charge and spin**: 0.0 kJ/mol
**Orbital gap**: 9.22 eV

Results of the natural (NBO) charge analysis, in e, for atoms 1 through 4:
1 Pt 0.8617
2 C -0.2490
3 O -0.5668
4 C -0.1027

# 3
Below is a single C15H27N5O9P2 molecule in a non-equilibrium geometry, with properties calculated with the ωB97M-V functional and the def2-TZVPD basis.

Element x y z (Å)
1 C -2.34702 2.83990 1.96090
2 C -1.82264 1.53478 2.71971
3 O -0.80528 1.82608 3.70715
4 P 0.62095 1.00436 3.47199
5 O 1.32025 0.99540 4.79367
6 C 0.39903 -0.78068 2.98353
7 C 1.09610 -1.17964 1.64192
8 C 0.49676 -0.48320 0.36405
9 O -0.87396 -0.73955 0.11866
10 C -1.09165 -1.97436 -0.50229
11 C -1.11721 -3.21248 0.48556
12 O -1.34967 -3.06865 1.68953
13 O -0.87370 -4.39246 -0.00610
14 P -2.89252 -1.87254 -1.18587
15 C -3.01659 -2.99990 -2.67844
16 O -3.90903 -2.44340 0.03883
17 N -0.23598 -2.25852 -1.67857
18 C 1.09627 -1.96433 -1.44313
19 N 2.05959 -2.80206 -1.80678
20 O 3.35766 -2.47020 -1.52622
21 C 3.76199 -3.11035 -0.37170
22 N 4.14262 -3.49460 0.63206
23 N 1.41160 -0.75629 -0.77276
24 C 1.59084 0.39784 -1.68621
25 C 0.28282 0.87878 -2.42034
26 C 0.59480 2.09173 -3.37910
27 N -0.56479 2.80605 -3.91346
28 O 1.72729 2.37892 -3.67540
29 O 1.67614 1.83049 2.42941
30 C 1.06286 3.00228 1.84034
31 C 2.17747 3.69335 0.93821
32 H -2.03057 3.78341 2.46642
33 H -3.46450 2.80983 1.83085
34 H -1.94014 2.78727 0.91022
35 H -2.71707 1.10697 3.25498
36 H -1.51366 0.81849 1.91873
37 H 0.84668 -1.42430 3.78738
38 H -0.70310 -0.99651 3.01008
39 H 2.17323 -0.84820 1.69561
40 H 1.15145 -2.29530 1.47809
41 H 0.57809 0.62465 0.55962
42 H -2.97034 -4.06284 -2.29731
43 H -2.12759 -2.89071 -3.36282
44 H -3.91858 -2.81048 -3.30320
45 H -3.95967 -1.73573 0.70925
46 H -0.36518 -3.21667 -2.02599
47 H 1.81698 -3.69154 -2.25877
48 H 1.98783 1.27970 -1.11159
49 H 2.40493 0.14843 -2.42412
50 H -0.43976 1.25351 -1.65414
51 H -0.11264 0.03654 -3.04308
52 H -0.70085 2.43824 -4.86255
53 H -0.34935 3.80339 -3.95057
54 H 0.24849 2.70012 1.12678
55 H 0.68985 3.69896 2.63278
56 H 2.72184 4.50716 1.47320
57 H 2.93580 2.88488 0.72780
58 H 1.78284 4.01396 -0.05679

**Largest force on an atom**: 0.090 Eh/bohr
**2S+1**: 1
**M**: 483.36 Da
**HOMO level**: -8.247 eV
**Orbital gap**: 7.00 eV

Results of the natural (NBO) charge analysis, in e, for atoms 1 through 4:
1 C -0.6440
2 C -0.1033
3 O -0.7685
4 P 2.2857

# 4
Below is a molecular structure, C15H28CoN5OPSe4 in a non-equilibrium geometry, with properties calculated with the ωB97M-V functional and the def2-TZVPD basis.

Element x y z (Å)
1 Co -0.20710 0.09060 0.63900
2 Se 1.43160 -1.37820 -0.20460
3 Se 3.15460 -0.74360 1.13490
4 Se 2.23730 -0.00080 3.26490
5 Se -0.01470 -0.03510 3.04300
6 N -4.09460 -1.16200 -0.36420
7 C -4.29170 0.15070 -0.05980
8 C -3.06980 0.64570 0.28180
9 N -2.13750 -0.35140 0.18530
10 C -2.78920 -1.42790 -0.20610
11 H -4.80760 -1.81920 -0.64520
12 H -5.25040 0.62230 -0.10860
13 H -2.79900 1.63580 0.58840
14 H -2.34460 -2.38860 -0.37720
15 O 0.20230 1.96810 0.15080
16 P 0.04620 3.46170 0.09640
17 N 1.48170 4.13180 0.57100
18 C 2.78120 3.45320 0.55450
19 C 3.73440 4.51320 1.09110
20 C 3.16710 5.79210 0.47810
21 C 1.66030 5.58260 0.61380
22 N -1.22110 3.91090 1.06820
23 C -1.94830 5.18240 0.99640
24 C -2.16710 5.59270 2.45230
25 C -2.22540 4.24680 3.16970
26 C -1.12850 3.46630 2.46160
27 N -0.39180 4.06320 -1.39520
28 C 0.60050 3.96340 -2.46430
29 C -0.20340 4.31440 -3.70860
30 C -1.51790 3.58200 -3.43810
31 C -1.72800 3.78790 -1.93620
32 H 3.07400 3.16760 -0.46110
33 H 2.75130 2.54830 1.16690
34 H 4.76630 4.32540 0.80490
35 H 3.67760 4.56750 2.17730
36 H 3.45920 5.85970 -0.57020
37 H 3.50120 6.69230 0.98930
38 H 1.08950 6.07100 -0.17830
39 H 1.31480 5.96280 1.57970
40 H -2.91580 5.00710 0.51050
41 H -1.39970 5.92630 0.41550
42 H -3.07240 6.18200 2.57870
43 H -1.31970 6.17110 2.81590
44 H -3.19290 3.77310 3.00510
45 H -2.04970 4.32630 4.23930
46 H -1.27490 2.38350 2.51980
47 H -0.14430 3.70310 2.88480
48 H 0.98820 2.94010 -2.54950
49 H 1.43380 4.64120 -2.27160
50 H 0.28050 3.98170 -4.62350
51 H -0.37300 5.39080 -3.76490
52 H -1.39560 2.52080 -3.65910
53 H -2.35020 3.97120 -4.02150
54 H -2.17660 2.91090 -1.45870
55 H -2.37020 4.65520 -1.74980

**Largest force on an atom**: 0.025 Eh/bohr
**2S+1**: 5
**M**: 700.17 Da
**<S²>**: 6.018
**Total charge**: +1
**HOMO level (spin up / spin down)**: -10.502 / -10.509 eV
**Orbital gap (spin up / spin down)**: 7.38 / 5.53 eV

Results of the natural (NBO) charge analysis, in e, for atoms 1 through 4:
1 Co 1.2690
2 Se -0.3806
3 Se 0.1211
4 Se 0.1656